25
Properties=species:S:1:pos:R:3 method="wB97M-V/def2-TZVPD" homo_ha=-0.3247 smiles="O=C(Cc1ccc(F)cc1)Nc1nccs1" charge=0 e_lumo_ev=0.5248
S 4.607 -0.830 0.234
F -5.599 -0.059 0.087
O -0.068 -2.274 0.410
N 1.957 -1.352 0.269
N 2.702 0.853 -0.197
C 0.575 -1.272 0.219
C 0.006 0.094 -0.079
C -4.249 -0.019 0.047
C -3.590 -0.621 -1.009
C -1.495 0.074 -0.040
C 2.902 -0.386 0.084
C -3.567 0.626 1.061
C -2.185 0.664 1.010
C 3.868 1.536 -0.314
C -2.209 -0.568 -1.044
C 4.997 0.814 -0.119
H 6.018 1.132 -0.160
H 0.371 0.398 -1.063
H -4.114 1.082 1.871
H -1.640 1.160 1.800
H -4.154 -1.119 -1.781
H 3.826 2.583 -0.547
H 0.413 0.803 0.643
H 2.307 -2.281 0.477
H -1.679 -1.038 -1.858

***

23
Properties=species:S:1:pos:R:3 method="wB97M-V/def2-TZVPD" homo_ha=-0.3439 smiles="C[C@@]1(c2ccccc2)OC(=O)C=C1F" charge=0 e_lumo_ev=0.6433
F -1.640 2.343 -1.378
O -4.191 -1.627 -0.329
O -2.259 -0.883 0.552
C 2.600 -1.229 -0.753
C 2.225 0.084 -0.987
C 0.037 -0.431 -0.126
C -2.033 1.140 -0.949
C -1.282 0.074 0.425
C 0.436 -1.732 0.033
C 1.746 -2.192 -0.230
C 1.004 0.537 -0.592
C -3.234 -0.843 -0.351
C -1.231 1.045 1.569
C -3.048 0.371 -1.245
H -1.090 0.522 2.473
H 3.607 -1.567 -1.207
H 2.881 0.705 -1.509
H -3.749 0.546 -2.036
H 0.535 1.358 -0.922
H -0.264 -2.527 0.177
H 2.185 -3.179 0.109
H -0.571 1.791 1.336
H -2.277 1.466 1.631

***

28
Properties=species:S:1:pos:R:3 method="wB97M-V/def2-TZVPD" multiplicity=5 homo_ha="-0.4491 / -0.4946" charge=+1 e_lumo_ev="-3.8488 / -6.0722" relative_energy_ev=0.009
Ir -0.627 -0.320 1.120
O -3.618 2.252 0.114
O 1.397 -0.058 1.226
O -2.376 0.557 0.912
O 3.206 1.090 0.557
N -0.205 1.627 0.213
N -0.253 -2.286 0.398
N 0.819 -4.098 -0.168
C 1.352 3.298 -0.306
C -0.524 -4.388 -0.248
C 0.948 -2.831 0.220
C -1.188 -3.260 0.103
C 1.053 2.023 0.138
C -1.237 2.412 -0.041
C 2.022 0.982 0.651
C -2.554 1.764 0.308
C 1.920 -5.021 -0.450
C -1.031 3.703 -0.489
C 0.285 4.132 -0.636
H -0.880 -5.358 -0.544
H 2.517 -5.169 0.446
H 0.482 5.137 -0.986
H 2.538 -4.624 -1.251
H 1.498 -5.971 -0.761
H -1.875 4.346 -0.696
H 1.886 -2.325 0.377
H -2.247 -3.078 0.162
H 2.381 3.620 -0.370

***

24
Properties=species:S:1:pos:R:3 method="wB97M-V/def2-TZVPD" homo_ha="-0.3149 / -0.3229" charge=0 e_lumo_ev="-0.7350 / -1.4932" relative_energy_ev=7.357
O 3.654 -0.423 0.071
N 0.341 2.358 -1.904
N 1.812 0.644 0.674
N -0.329 2.334 2.632
C 4.252 -1.041 -1.048
C -2.680 -1.402 -0.673
C -2.331 0.399 1.443
C -1.375 0.104 0.524
C -3.755 -1.163 0.195
C 0.060 1.879 1.648
C -3.560 -0.324 1.228
C 2.691 0.445 -0.227
C 0.745 1.432 0.449
C -1.461 -0.782 -0.504
C 0.434 1.945 -0.848
H 3.632 -1.867 -1.413
H 4.361 -0.143 -1.754
H 2.920 0.901 -1.205
H 5.283 -1.409 -0.886
H -4.171 -0.467 2.070
H -2.189 1.051 2.331
H -0.708 -0.897 -1.347
H -4.727 -1.578 0.064
H -2.901 -1.997 -1.521

***

31
Properties=species:S:1:pos:R:3 method="wB97M-V/def2-TZVPD" homo_ha=-0.1502 charge=-1 e_lumo_ev=1.0627
S -0.200 1.908 2.279
P 3.071 -0.985 0.002
O 7.400 -0.099 2.764
O 6.576 -1.164 1.073
O 3.593 -1.046 -1.586
O 5.428 -0.987 2.900
N 3.757 0.458 0.615
N -1.434 1.394 1.341
N 6.473 -0.752 2.245
N 1.079 1.051 1.757
N -5.806 0.820 -0.950
C -4.885 1.251 -1.810
C -3.541 0.909 -1.665
C -0.825 0.491 0.536
C -1.583 -0.191 -0.474
C 0.586 0.299 0.755
C -4.020 -0.311 0.293
C -0.935 -1.105 -1.253
C -5.335 0.060 0.028
C -3.030 0.139 -0.614
C 1.239 -0.650 -0.124
C 0.482 -1.313 -1.058
H 3.308 1.286 0.216
H 3.321 -0.201 -1.983
H -5.168 1.884 -2.653
H 3.580 0.512 1.617
H 0.992 -2.027 -1.709
H -2.830 1.297 -2.402
H -6.088 -0.329 0.727
H -1.459 -1.678 -2.019
H -3.746 -0.922 1.154

***

226
Properties=species:S:1:pos:R:3 method="wB97M-V/def2-TZVPD" homo_ha=-0.3465 smiles="O=C1c2ccccc2C(=O)c2ccccc21.O=C1c2ccccc2C(=O)c2ccccc21.O=C1c2ccccc2C(=O)c2ccccc21.O=C1c2ccccc2C(=O)c2ccccc21.O=C1c2ccccc2C(=O)c2ccccc21.O=C1c2ccccc2C(=O)c2ccccc21.O=C1c2ccccc2C(=O)c2ccccc21.O=C1c2ccccc2C(=O)c2ccccc21.O=C1c2ccccc2C(=O)c2ccccc21.OCCO" charge=0 e_lumo_ev=-1.4263
O 32.154 19.414 19.766
O 19.406 18.760 17.594
O 26.820 20.669 18.882
O 27.797 29.365 12.733
O 15.779 21.891 11.422
O 30.614 22.027 22.458
O 32.580 27.950 14.503
O 14.273 20.891 18.068
O 26.695 16.804 17.873
O 17.965 28.496 8.040
O 28.781 31.522 15.581
O 23.427 27.681 14.783
O 24.046 17.026 19.505
O 26.823 31.158 10.476
O 24.395 22.952 16.946
O 30.235 23.597 17.103
O 20.804 20.810 13.098
O 23.806 15.782 13.520
O 17.009 24.502 15.086
O 18.600 27.550 13.246
C 20.463 22.624 11.076
C 24.340 19.902 16.248
C 19.627 21.176 12.840
C 24.161 23.898 16.187
C 21.706 14.448 17.175
C 19.729 29.940 12.142
C 23.598 18.342 14.546
C 27.425 26.242 14.876
C 22.586 25.508 15.132
C 22.479 15.198 17.997
C 27.708 20.991 19.691
C 30.804 22.612 17.550
C 25.979 14.153 17.425
C 18.735 23.197 18.749
C 17.446 27.014 11.280
C 28.031 22.427 19.912
C 17.358 27.209 9.903
C 32.371 31.306 12.095
C 18.994 29.044 11.422
C 18.134 28.333 9.231
C 18.189 23.684 17.561
C 29.680 29.376 16.044
C 16.261 22.270 17.900
C 17.985 22.861 9.938
C 17.995 22.310 19.531
C 20.339 23.350 9.897
C 30.578 28.393 15.635
C 30.326 21.263 17.210
C 22.806 24.228 15.618
C 29.849 26.993 17.424
C 31.512 29.876 13.871
C 29.322 24.168 21.108
C 17.511 19.531 15.470
C 29.202 18.780 16.874
C 26.187 26.774 14.792
C 16.527 26.381 9.113
C 23.617 19.654 15.092
C 26.592 24.275 15.883
C 29.599 30.648 15.283
C 22.112 21.549 18.838
C 30.193 19.334 22.034
C 25.118 17.664 16.258
C 28.687 19.909 16.124
C 16.733 26.020 11.928
C 17.110 20.968 13.139
C 18.318 27.899 12.054
C 20.558 30.952 10.081
C 17.017 23.158 17.078
C 24.267 16.021 14.623
C 22.134 16.538 18.193
C 29.840 18.016 21.852
C 16.454 23.625 15.760
C 28.807 29.114 17.136
C 18.420 20.667 13.563
C 24.290 17.362 15.206
C 31.332 32.242 12.324
C 20.580 18.393 17.771
C 24.870 14.932 15.388
C 16.931 21.632 11.882
C 27.615 24.774 19.520
C 23.349 21.107 19.387
C 15.873 25.281 11.127
C 30.552 30.826 14.163
C 20.993 17.001 17.570
C 20.654 23.545 14.867
C 18.606 19.961 14.770
C 15.747 25.437 9.761
C 19.374 22.083 11.729
C 29.285 21.108 16.352
C 19.756 30.073 9.384
C 26.509 29.994 12.631
C 31.900 22.795 18.546
C 25.284 24.795 15.799
C 13.079 22.000 15.801
C 32.458 30.166 12.883
C 14.425 23.831 14.282
C 18.127 22.140 11.114
C 20.472 30.903 11.488
C 15.980 20.568 13.870
C 16.220 19.806 15.020
C 25.872 16.585 16.994
C 22.683 18.873 19.033
C 24.979 12.608 15.866
C 14.373 22.371 16.215
C 32.441 24.034 18.757
C 20.400 24.860 14.468
C 23.672 26.508 15.108
C 13.156 23.487 13.869
C 29.445 20.322 21.397
C 20.291 16.264 16.642
C 28.611 25.147 20.475
C 19.055 23.494 9.319
C 30.189 18.935 17.819
C 21.389 25.836 14.557
C 28.809 27.906 17.755
C 18.959 29.194 10.073
C 25.070 26.069 15.354
C 21.551 19.325 18.350
C 27.387 23.448 19.230
C 30.811 20.160 18.000
C 24.562 13.635 15.029
C 14.922 21.768 17.501
C 33.379 24.227 19.818
C 12.433 22.580 14.700
C 28.411 19.976 20.506
C 32.371 21.682 19.260
C 30.458 31.992 13.370
C 27.684 24.940 15.428
C 21.861 23.227 15.543
C 25.777 12.882 17.019
C 30.675 27.160 16.346
C 26.107 30.128 11.189
C 29.785 21.745 21.607
C 20.674 14.999 16.411
C 33.346 21.800 20.227
C 23.579 19.784 19.579
C 23.080 17.446 18.912
C 25.542 15.168 16.592
C 31.840 20.326 19.066
C 21.223 20.683 18.295
C 29.032 22.804 20.838
C 33.828 23.086 20.480
C 28.034 18.633 20.368
C 25.154 18.935 16.783
C 31.591 28.620 14.583
C 16.787 21.866 19.086
C 15.072 23.249 15.396
C 28.799 17.671 20.980
H 29.854 26.019 17.904
H 17.550 19.043 16.430
H 24.781 11.562 15.670
H 25.743 19.171 17.664
H 24.087 21.794 19.702
H 11.433 22.234 14.480
H 26.454 14.353 18.380
H 28.114 27.683 18.519
H 31.005 19.552 22.714
H 12.513 21.377 16.475
H 24.400 20.874 16.681
H 24.479 19.441 20.044
H 33.190 29.387 12.655
H 21.185 31.675 9.559
H 19.696 30.143 8.263
H 26.190 29.161 10.655
H 21.874 22.588 18.852
H 19.407 16.736 16.254
H 28.043 29.825 17.329
H 27.273 18.344 19.666
H 25.040 30.372 11.130
H 19.659 23.632 19.123
H 33.882 25.148 19.998
H 16.663 26.517 8.044
H 29.596 32.646 13.626
H 19.395 25.125 14.153
H 14.981 20.772 13.479
H 31.149 33.107 11.722
H 19.622 19.729 15.017
H 16.194 21.033 19.532
H 19.910 29.769 13.229
H 27.773 19.862 15.485
H 15.191 24.735 9.192
H 20.413 21.109 17.768
H 28.250 26.908 14.594
H 24.022 13.355 14.123
H 26.084 12.086 17.676
H 29.063 22.000 15.700
H 15.394 24.447 11.624
H 21.160 23.926 9.538
H 21.152 31.450 12.130
H 31.389 26.460 15.914
H 22.991 20.405 14.653
H 28.697 24.570 15.455
H 23.025 18.126 13.675
H 30.324 18.085 18.485
H 28.484 16.653 20.976
H 15.433 19.373 15.562
H 18.422 21.852 20.407
H 16.774 25.989 13.008
H 20.131 14.413 15.734
H 16.977 22.975 9.572
H 30.118 24.431 21.806
H 26.077 27.799 14.406
H 26.627 31.006 13.035
H 22.014 22.259 15.972
H 26.616 23.239 18.493
H 26.692 23.346 16.399
H 33.790 20.937 20.734
H 27.772 30.919 10.565
H 30.360 17.221 22.341
H 33.085 31.482 11.301
H 18.872 24.046 8.405
H 28.804 26.176 20.826
H 25.766 29.426 13.243
H 21.156 26.820 14.168
H 27.047 25.460 18.886
H 22.023 13.439 16.992
H 23.407 14.870 18.441
H 19.813 22.831 14.830
H 34.598 23.190 21.189
H 28.687 17.823 16.767
H 27.585 28.498 12.425
H 32.042 24.912 18.237
H 21.440 22.508 11.600
H 15.036 24.535 13.721
H 18.670 24.285 16.805
H 12.724 23.855 12.948

***

92
Properties=species:S:1:pos:R:3 method="wB97M-V/def2-TZVPD" homo_ha=-0.1036 charge=-4 e_lumo_ev=1.3874 relative_energy_ev=8.273
S -1.952 -3.523 -7.904
S 3.999 -4.194 6.689
S 3.890 11.332 -5.965
S -4.001 0.640 7.386
S -5.067 -8.294 -1.989
S 3.850 13.834 -5.502
S 1.368 3.941 2.054
S 0.942 1.627 1.007
S 0.200 -4.534 -9.004
S 5.559 -2.903 8.211
S -2.669 2.012 9.099
S -6.081 -9.780 -3.824
F -8.489 -10.322 -2.754
F -4.376 -1.999 7.997
F 2.073 -5.790 7.570
F -0.070 2.517 9.042
F -2.778 -1.577 6.413
F 4.846 15.549 -7.531
F 1.941 -5.246 -11.197
F 3.439 14.128 -8.308
F -2.418 -0.864 -8.196
F -0.129 -4.775 -11.726
F -5.494 -6.804 0.264
F 3.107 2.277 3.076
F 5.403 13.503 -7.736
F 2.379 -5.820 5.371
F 0.557 3.086 -1.336
F -3.696 -2.060 -9.499
F 0.198 -6.654 -10.735
F 3.641 -6.871 6.812
F -1.139 3.121 0.181
F 4.109 9.867 -3.766
F -0.800 1.347 -1.036
F 3.935 4.301 2.782
F 7.660 -4.541 9.064
F 8.243 -2.848 7.874
F -4.890 -5.471 -1.412
F -8.042 -11.553 -4.361
F -1.233 4.154 8.387
F 7.185 -4.471 6.890
F -1.244 3.642 10.524
F -1.582 -1.929 -9.943
F -2.393 -1.256 8.547
F 2.578 9.272 -5.181
F -8.588 -9.552 -4.749
F 2.275 11.204 -3.979
F 2.658 3.916 4.462
F -6.954 -6.276 -1.354
O -3.696 -8.075 -2.342
O -5.148 0.915 8.213
O -0.993 -3.108 -6.915
O 2.405 13.753 -5.470
O -5.467 -9.563 -5.143
O 0.862 -3.243 -9.082
O -5.321 -9.262 -0.913
O 5.506 -2.201 9.504
O -2.708 1.000 10.126
O 5.081 10.606 -6.603
O 4.963 -4.204 5.588
O 2.325 1.753 0.569
O -3.828 2.914 9.184
O 1.779 4.398 0.751
O 0.547 -5.532 -8.025
O 2.978 -3.102 6.589
O 5.608 -2.049 7.031
O 4.529 14.822 -4.582
O 0.455 4.880 2.742
O 0.428 0.317 1.411
O -4.299 0.774 5.994
O -3.169 -4.189 -7.395
O 2.848 11.638 -6.940
O -5.490 -10.812 -3.022
N -6.064 -8.140 -3.158
N -2.531 1.532 7.579
N 0.588 2.426 2.333
N 4.728 12.625 -5.170
N -1.418 -4.594 -9.206
N 4.535 -4.213 8.120
C 0.614 -5.349 -10.796
C 4.370 14.339 -7.351
C 2.921 -5.786 6.573
C 3.110 10.291 -4.590
C -7.922 -10.355 -3.926
C 2.881 3.612 3.215
C -1.187 3.169 9.245
C -0.204 2.369 -0.431
C -5.622 -6.537 -1.072
C -2.480 -1.965 -8.969
C 7.309 -3.807 8.060
C -3.342 -1.221 7.600
Li -0.149 0.172 5.370
Li -2.277 3.643 4.593

***

22
Properties=species:S:1:pos:R:3 method="wB97M-V/def2-TZVPD" homo_ha=-0.2868 smiles=c1cc2c3c(cccc3c1)CC2 charge=0 e_lumo_ev=0.7764 relative_energy_ev=0.000
C 1.066 2.144 0.023
C 1.206 0.662 0.026
C -2.340 0.311 0.008
C -0.025 0.006 -0.043
C 2.297 -0.129 -0.017
C -0.596 2.238 0.003
C 1.029 -2.194 -0.078
C -2.487 -1.072 0.038
C 2.238 -1.503 0.060
C -1.471 -1.942 0.054
C -1.064 0.831 -0.092
C -0.123 -1.403 -0.013
H -3.563 -1.538 0.007
H 3.294 0.299 -0.027
H -1.528 -3.052 -0.027
H 0.925 -3.252 -0.148
H 3.177 -2.071 0.152
H 1.570 2.527 0.911
H 1.475 2.549 -0.929
H -3.144 1.003 0.057
H -0.957 2.778 0.843
H -0.980 2.806 -0.811

***

no.,molar mass (g/mol)
1,236.271
2,192.189
3,439.427
4,199.213
5,338.265
6,1936.012
7,1694.764
8,154.212